(1)
A 2-piece molecular cluster, C4H10ClN2 overall in a non-equilibrium geometry, computed with the ωB97M-V functional and the def2-TZVPD basis.

Geometry as XYZ:
```
17
Properties=species:S:1:pos:R:3:lowdin_charge:R:1
C 0.9031 0.4674 -0.8371 -0.253
C -1.6069 0.4814 0.3203 -0.096
C -0.1351 -1.5728 1.3892 -0.091
C -0.4488 -0.1207 1.1729 -0.618
N 1.8717 1.3969 -0.8772 0.138
N 0.4832 -0.2342 -1.8438 0.094
Cl 0.3162 0.8475 2.3539 0.793
H -2.4104 0.3345 0.9365 0.054
H -1.9574 -0.0722 -0.5812 0.098
H -1.4595 1.5677 0.1317 0.108
H -1.0771 -1.9975 1.0341 0.097
H -0.0137 -1.8595 2.4325 0.096
H 0.6231 -1.9636 0.7792 0.078
H 1.9539 2.1049 -0.2489 0.055
H 2.4329 1.6956 -1.6854 0.132
H -0.4031 -0.8340 -1.6434 0.142
H 0.9278 -0.2415 -2.8333 0.173
```

Output
E_HOMO: -13.28 eV
Orbital gap: 8.4 eV
Total charge: +1
E: -727.7608 a.u.
Largest force on an atom: 3.9 eV/Å

(2)
C4H10ClN3 as an isolated structure in a non-equilibrium geometry, computed with the ωB97M-V functional and the def2-TZVPD basis.

Geometry as XYZ:
```
18
Properties=species:S:1:pos:R:3:lowdin_charge:R:1
C 1.3279 0.7381 0.2109 -0.296
C -0.0687 1.2348 -0.4388 -0.459
C -0.4980 -0.3392 -0.3851 -0.581
C 0.6823 -0.6011 0.6121 -0.424
H 3.3006 1.0674 -0.9479 0.149
H 2.2729 -0.4656 -1.0955 0.020
H 1.7010 1.3741 1.0299 0.119
H 0.0474 1.8115 -1.4947 0.155
H -0.3681 2.6886 1.4489 0.187
H -2.1241 1.1004 0.7142 0.161
H -0.1286 -0.9945 -1.2339 0.112
H 0.2551 -0.6078 1.5317 0.093
H 0.6587 -2.6211 0.1240 0.119
H 1.9868 -1.9775 1.2879 0.177
N 2.5762 0.2835 -0.5065 -0.007
N -0.8298 2.0155 0.4354 -0.130
N 1.3965 -1.8202 0.2743 -0.022
Cl -2.2508 -0.6425 -0.1636 0.626
```

Output
E_HOMO: -8.09 eV
Orbital gap: 8.7 eV
Total charge: 0
E: -782.6174 a.u.
Largest force on an atom: 5.7 eV/Å

(3)
A 2-piece molecular cluster, C4H10ClNS overall in a non-equilibrium geometry, computed with the ωB97M-V functional and the def2-TZVPD basis.

Geometry as XYZ:
```
17
Properties=species:S:1:pos:R:3:lowdin_charge:R:1
C -1.4835 0.6057 1.0922 0.030
C -0.2867 0.0225 1.2424 -0.448
C 0.1147 -0.7503 2.4982 -0.073
C 0.7260 0.3578 0.2157 -0.113
H -1.5227 1.1416 0.1529 0.051
H -2.3449 0.2973 1.6414 0.055
H 0.9711 -1.4713 2.2597 0.090
H -0.8020 -1.3030 2.8586 0.091
H 0.5785 0.0598 3.0925 0.083
H 0.2110 1.1580 -0.3626 0.065
H 1.7374 0.6675 0.6416 0.100
H 0.9678 -0.3689 -0.6269 0.074
N 1.2536 0.0722 -3.5923 -0.471
S 0.4416 -1.3204 -3.7575 0.448
Cl -1.6459 -0.5596 -3.7358 -0.065
H 1.5196 0.5951 -2.7284 0.062
H 1.6512 0.3990 -4.4528 0.022
```

Output
E_HOMO: -9.18 eV
Orbital gap: 9.0 eV
SMILES: C=C(C)C.NSCl
Total charge: 0
E: -1071.4726 a.u.
Largest force on an atom: 2.3 eV/Å

(4)
A 2-piece molecular cluster, C4H10ClNSi2 overall in a non-equilibrium geometry, computed with the ωB97M-V functional and the def2-TZVPD basis.

Geometry as XYZ:
```
18
Properties=species:S:1:pos:R:3:lowdin_charge:R:1
H 0.5531 -2.0553 -0.9332 -0.065
N 0.5774 -1.5302 -0.1025 -0.209
Si 1.8742 -0.6907 0.4757 0.650
C 3.5789 -0.0510 0.1417 -0.327
C 4.2096 0.7314 -0.7501 -0.051
H 1.9408 -0.5244 1.9718 -0.037
H 4.3210 -0.6910 0.6241 0.041
H 5.3119 0.7777 -0.8231 0.070
H 3.6906 1.4302 -1.3298 0.028
C -3.5445 -1.2162 0.4510 -0.071
C -2.3635 -0.7000 0.1513 -0.353
Si -1.9041 0.8840 -0.7317 0.174
Cl -1.0805 2.5110 0.1856 0.173
H -3.5609 -2.2141 0.8461 0.048
H -4.4687 -0.7100 0.4209 0.033
H -1.4645 -1.3992 0.3181 0.024
H -0.7069 0.8400 -1.6990 -0.061
H -3.1956 1.4236 -1.1673 -0.067
```

Output
E_HOMO: -9.68 eV
Orbital gap: 9.5 eV
SMILES: [H]/N=[SiH]\C=C.C=C[SiH2]Cl
Total charge: 0
E: -1252.2503 a.u.
Largest force on an atom: 3.6 eV/Å

(5)
An isolated ion of composition C4H10FNO3PS and charge +1 in a non-equilibrium geometry, computed with the ωB97M-V functional and the def2-TZVPD basis.

Geometry as XYZ:
```
21
Properties=species:S:1:pos:R:3:lowdin_charge:R:1
C -0.3755 -1.5078 0.1266 -0.633
C -0.9195 0.2131 2.0987 -0.173
C 1.8584 0.2516 0.9904 -0.144
C -0.7205 1.6876 -0.3478 -0.106
N 0.8397 -0.4538 -1.6242 -0.158
O 0.0227 -2.4408 0.7403 0.197
O -1.1465 -1.5729 -0.9500 -0.089
O -0.5014 -2.0230 -3.2985 -0.129
F -1.4784 0.1295 -2.6725 -0.162
P 0.0879 0.2397 0.5550 0.959
S -0.3838 -1.0707 -2.2964 0.805
H -0.8458 -0.8692 2.5487 0.109
H -1.9188 0.3429 1.9231 0.018
H -0.5928 0.9775 2.8583 0.087
H 2.3542 -0.6049 1.4941 0.097
H 2.1369 1.0248 1.6534 0.045
H 2.2532 0.5006 -0.0549 0.070
H -0.0342 1.9278 -1.2386 0.093
H -0.8482 2.5801 0.2007 0.061
H -1.5051 1.1422 -0.7045 -0.004
H 1.7174 -0.4743 -2.0018 0.056
```

Output
E_HOMO: -15.39 eV
Orbital gap: 11.4 eV
Total charge: +1
E: -1277.9318 a.u.
Largest force on an atom: 5.5 eV/Å

(6)
C4H10IN2S as an isolated structure in a non-equilibrium geometry, computed with the ωB97M-V functional and the def2-TZVPD basis.

Geometry as XYZ:
```
18
Properties=species:S:1:pos:R:3:lowdin_charge:R:1
C 0.0394 -0.0898 -0.9338 -0.323
C 0.1597 0.9486 0.1767 -0.635
C 0.8084 -0.4279 0.2122 -0.594
C -1.0398 -0.9387 -1.4856 -0.029
N -1.0359 1.0180 1.0671 0.206
N 0.4339 -1.4165 1.0264 0.091
S 0.9588 2.6039 -0.0221 0.837
I 3.4870 -0.5265 -0.1202 0.327
H 0.7038 0.3642 -1.7615 0.167
H -0.7180 -1.1389 -2.4896 0.085
H -2.1480 -0.4911 -1.5571 0.150
H -1.0227 -1.9083 -1.0432 0.066
H -1.7028 1.7352 0.8549 0.156
H -1.6334 0.2399 0.7936 0.153
H -0.7288 1.0052 2.0829 0.209
H 0.8572 -1.2422 1.9713 0.144
H 0.5290 -2.3564 0.5687 0.154
H 2.0521 2.6211 0.6594 -0.162
```

Output
E_HOMO (spin up / spin down): -12.31 / -12.31 eV
Orbital gap (spin up / spin down): 7.7 / 7.7 eV
Total charge: +1
E: -963.4418 a.u.
Largest force on an atom: 4.8 eV/Å

(7)
An isolated ion of composition C4H10N and charge +1 in a non-equilibrium geometry, computed with the ωB97M-V functional and the def2-TZVPD basis.

Geometry as XYZ:
```
15
Properties=species:S:1:pos:R:3:lowdin_charge:R:1
C 1.1076 1.0882 1.2443 0.122
C 0.5072 0.2419 0.4357 -0.303
N 1.3718 -0.4970 -0.5313 0.235
C -0.9309 -0.1822 0.4845 -0.180
C -1.6266 -0.2791 -0.8908 -0.059
H 0.5394 1.6917 1.9397 0.097
H 2.1662 1.3266 1.2279 0.089
H 1.1290 -1.4817 -0.6074 0.179
H 2.3654 -0.3638 -0.3346 0.173
H 1.2532 -0.0711 -1.4592 0.175
H -1.4113 0.5462 1.1064 0.114
H -1.0109 -1.1166 1.0488 0.130
H -2.3394 -1.0914 -0.9092 0.082
H -2.2163 0.6156 -1.0629 0.086
H -0.9044 -0.4272 -1.6918 0.060
```

Output
E_HOMO: -15.01 eV
Orbital gap: 11.3 eV
SMILES: C=C([NH3+])CC
Total charge: +1
E: -212.8832 a.u.
Largest force on an atom: 1.1 eV/Å

(8)
A 2-piece molecular cluster, C4H10N overall in a non-equilibrium geometry, computed with the ωB97M-V functional and the def2-TZVPD basis.

Geometry as XYZ:
```
15
Properties=species:S:1:pos:R:3:lowdin_charge:R:1
C -0.5330 0.3084 1.1304 -0.065
C 0.0500 0.8014 -0.2015 -0.272
C 0.2419 -0.5791 0.2317 -0.243
C -0.9638 1.0540 -1.3210 -0.060
N 1.5529 -1.3011 0.4911 0.269
H -0.0482 0.6345 2.0609 0.125
H -1.5504 0.1152 1.2664 0.092
H 0.9019 1.3468 -0.1080 0.114
H -1.0004 -1.6433 -0.5245 0.297
H -1.1740 2.1367 -1.5483 0.100
H -2.0544 0.8334 -1.0223 0.117
H -0.6869 0.6921 -2.2655 0.055
H 2.1327 -1.0411 -0.2174 0.129
H 1.2987 -2.2201 0.5086 0.115
H 1.8330 -1.1376 1.5193 0.228
```

Output
E_HOMO: -14.70 eV
Orbital gap: 10.5 eV
Total charge: +1
E: -212.7303 a.u.
Largest force on an atom: 6.5 eV/Å

(9)
A 2-piece molecular cluster, C4H10N2 overall in a non-equilibrium geometry, computed with the ωB97M-V functional and the def2-TZVPD basis.

Geometry as XYZ:
```
16
Properties=species:S:1:pos:R:3:lowdin_charge:R:1
C -1.7012 1.2050 -2.6060 -0.342
C 0.4715 0.2441 -2.7077 -0.335
N -0.4695 0.8810 -1.9944 -0.269
H -1.9464 0.5375 -3.4834 0.032
H -1.7875 2.1959 -3.0912 0.028
H -2.5478 0.9526 -1.9852 0.022
H 1.4389 0.1535 -2.2033 -0.060
H 0.4821 -0.1289 -3.7392 -0.055
C 1.7173 -0.7833 2.2937 -0.146
C -0.4070 -0.6074 3.2610 -0.114
N 0.6113 -0.0043 2.8536 -0.085
H 2.5490 -0.0987 2.1711 0.060
H 1.3425 -1.1484 1.3389 0.078
H 2.0223 -1.6536 2.8820 0.065
H -1.2100 -0.0514 3.7471 0.054
H -0.5654 -1.6936 3.2631 0.068
```

Output
Spin multiplicity: 2
E_HOMO (spin up / spin down): 1.04 / -2.87 eV
Orbital gap (spin up / spin down): 2.5 / 6.4 eV
Total charge: -1
E: -267.7775 a.u.
Largest force on an atom: 2.3 eV/Å

(10)
C4H10N2 as an isolated structure in a non-equilibrium geometry, computed with the ωB97M-V functional and the def2-TZVPD basis.

Geometry as XYZ:
```
16
Properties=species:S:1:pos:R:3:lowdin_charge:R:1
C 1.9778 0.1743 -0.0973 -0.076
C 0.6981 0.0669 0.7211 -0.449
N 0.0723 -1.1784 0.8461 0.085
H 0.2677 -1.7138 -0.0042 0.065
H 0.8244 0.5448 1.6946 0.124
H 2.2803 1.2166 -0.2244 0.077
H 1.8531 -0.2761 -1.0842 0.077
H 2.7874 -0.3476 0.4156 0.076
C -1.9801 -0.6177 -0.0243 -0.010
C -0.5948 0.7002 -0.0110 -0.372
N -0.5915 1.1495 -1.2367 0.097
H 0.3403 1.4382 -1.5334 0.037
H -1.1699 1.1210 0.8086 0.134
H -1.7793 -1.4393 -0.7005 0.044
H -2.3515 -0.9413 0.9403 0.047
H -2.6342 0.1026 -0.5104 0.044
```

Output
E_HOMO (spin up / spin down): -8.75 / -8.66 eV
Orbital gap (spin up / spin down): 8.1 / 8.7 eV
Total charge: 0
E: -267.7240 a.u.
Largest force on an atom: 1.7 eV/Å

Which value of largest force on an atom does entry 9 give?
2.3 eV/Å